100
Properties=species:S:1:pos:R:3:mulliken_charge:R:1 method="wB97M-V/def2-TZVPD" energy_ev=-46010.3201 e_homo_ev=-5.55 total_charge=-1 homo_lumo_gap_ev=8.14 spin_multiplicity=1
C -0.65874 2.74052 4.20444 -0.57
O -0.09362 3.60229 3.24992 -0.50
C -0.48787 3.22909 1.93007 0.61
C -0.80697 4.51610 1.19077 -0.87
C -1.21437 4.24570 -0.26039 -0.74
C -0.15513 3.39949 -0.96375 1.36
C 0.29048 3.89206 -2.33378 -1.60
C 1.19465 2.88962 -3.05490 -0.08
C 2.66841 3.05211 -2.66970 -1.26
C 2.89667 2.09592 -1.44987 1.12
C 3.37288 0.74711 -1.96292 -1.39
C 3.16951 -0.43976 -0.98744 -0.10
C 2.41638 -0.09388 0.28520 -1.14
C 0.87586 0.00989 0.12253 1.06
B 0.03197 -1.39166 0.27949 0.44
C 0.18835 -2.37379 -1.03791 -0.87
C -0.19915 -1.71376 -2.35953 -0.43
N 0.94211 -1.48351 -3.28583 -0.73
C -1.56674 -0.97298 0.41476 0.30
C -2.52866 -2.20625 0.47994 -1.65
C -3.24267 -2.39023 -0.88866 -0.36
C -4.77486 -2.21628 -0.83304 -0.58
C -5.21839 -1.48480 -2.11236 -1.27
C -5.21547 0.02182 -1.95246 -0.32
C -6.21846 0.48186 -0.85753 -1.12
C -5.42458 0.87475 0.38114 0.84
O -6.22837 0.48531 1.52744 -0.42
C -5.49338 0.24000 2.63231 0.59
C -4.29308 1.07759 2.93737 -0.42
O -5.80686 -0.63708 3.31508 -0.55
O 0.44850 -2.24821 1.48648 -0.94
C 0.44443 -1.64297 2.52895 0.69
N 0.35481 -1.02354 3.45677 -0.76
H -0.49894 1.69140 3.97417 0.22
H -1.73301 2.92862 4.23976 0.23
H -0.27914 2.93271 5.19909 0.30
H 0.36890 2.72314 1.50236 -0.01
H -1.30868 2.51457 1.91560 -0.06
H -1.60367 5.00212 1.74035 0.37
H 0.10796 5.09484 1.19747 0.27
H -1.49363 5.15068 -0.78624 0.38
H -2.11570 3.63911 -0.19210 0.13
H -0.45581 2.36014 -1.01161 -0.29
H 0.73036 3.41627 -0.33990 0.01
H 0.74256 4.87325 -2.23098 0.35
H -0.59102 4.02915 -2.95764 0.43
H 1.02812 3.02578 -4.11940 0.51
H 0.86293 1.87804 -2.85203 -0.14
H 3.23926 2.65660 -3.49960 0.36
H 2.92951 4.07709 -2.44674 0.47
H 3.62455 2.59110 -0.81859 0.44
H 1.94660 2.06578 -0.94811 -1.05
H 2.96415 0.53327 -2.94205 0.60
H 4.43928 0.85589 -2.13521 0.26
H 4.15432 -0.79708 -0.69804 0.46
H 2.71355 -1.25537 -1.52924 0.09
H 2.76586 0.81647 0.76470 0.33
H 2.60698 -0.88200 1.00728 0.40
H 0.58130 0.51985 -0.79334 -0.40
H 0.52547 0.66531 0.92650 -0.67
H -0.43825 -3.26031 -0.93853 0.46
H 1.20371 -2.76024 -1.05688 0.82
H -0.71358 -0.76515 -2.21572 0.11
H -0.90069 -2.35433 -2.88364 0.48
H 1.24202 -0.53092 -3.12780 -0.07
H 0.62327 -1.47511 -4.24485 0.31
H -1.86888 -0.29966 -0.38650 -0.09
H -1.73753 -0.39654 1.33189 -0.24
H -1.93110 -3.06976 0.72736 0.57
H -3.31211 -1.99897 1.20142 0.59
H -2.98494 -3.36602 -1.28646 0.41
H -2.87196 -1.67909 -1.61185 -0.05
H -5.22052 -3.20101 -0.87543 0.41
H -5.09769 -1.67017 0.03677 0.40
H -6.20079 -1.80658 -2.44438 0.46
H -4.55326 -1.72039 -2.93614 0.41
H -5.53982 0.49970 -2.87145 0.46
H -4.23117 0.42033 -1.72442 0.13
H -6.82467 -0.38214 -0.63537 0.40
H -6.83863 1.29646 -1.20172 0.37
H -5.21897 1.93924 0.36622 0.40
H -4.52842 0.27443 0.39944 -0.78
H -4.52795 2.13347 2.83826 0.35
H -3.92871 0.86314 3.92360 0.46
H -3.51147 0.82633 2.23014 -0.16
C 4.62419 -3.22807 2.19535 -1.08
C 5.10109 -3.96531 0.95706 -0.36
O 6.18420 -3.33169 0.29444 -0.43
C 7.36916 -3.18628 1.04593 -0.32
C 7.97896 -4.50596 1.49181 -1.07
H 4.40166 -2.18725 1.95846 0.25
H 3.72500 -3.69738 2.59418 0.40
H 5.38034 -3.23237 2.98405 0.39
H 4.28898 -4.00287 0.23124 0.31
H 5.35564 -5.00535 1.19481 0.35
H 7.19940 -2.52649 1.90468 0.31
H 8.07455 -2.67190 0.39164 0.34
H 7.34106 -5.02161 2.21129 0.27
H 8.94651 -4.33564 1.96654 0.39
H 8.11594 -5.17222 0.63872 0.28